Here is an isolated molecule of ClH2O2PS in a non-equilibrium geometry from OMol25. Energies are from ωB97M-V with the def2-TZVPD basis set.

The gap between HOMO and LUMO is 8.841 eV. Its spin multiplicity is 1. The calculation puts the energy relative to the best compared isomer or geometry (same formula, charge and spin) at 64.3 kcal per mole.

Cartesian coordinates (Å):
O1 -2.4284 0.4556 -0.7265
O2 -1.1254 -1.4134 0.0849
P1 -1.7843 -0.0212 0.4931
S1 2.5581 0.5970 0.1495
Cl1 0.5221 0.8333 -0.2066
H1 3.1413 1.5159 -0.5626
H2 -0.8834 -1.9670 0.7682

Calculated atomic charges, method natural (NBO), unit e:
1 O -1.017
2 O -0.999
3 P 1.499
4 S 0.044
5 Cl -0.146
6 H 0.126
7 H 0.493

***

Here is a structure of composition C46H64BF2GeIIrN4O2P3 from OMol25. Energies are from ωB97M-V with the def2-TZVPD basis set.

Its net charge is +1. The gap between HOMO and LUMO (spin up / spin down) is 6.868 / 6.507 eV. Its spin multiplicity is 2.

Cartesian coordinates (Å):
Ir1 -0.1547 0.3933 0.0544
C1 -2.5053 0.9735 -4.5059
C2 -1.4157 0.4617 -3.5635
C3 -1.2372 -1.0397 -3.7488
P1 -1.5619 1.0402 -1.8001
C4 -1.2119 2.8227 -2.0407
N1 -1.3801 3.4722 -0.7684
Ge1 -0.9420 2.5721 0.8416
N2 0.6016 3.4214 1.5487
C5 1.8734 2.7372 1.5796
P2 1.9146 1.3095 0.4305
C6 2.5238 2.1182 -1.1289
C7 2.3941 1.2201 -2.3558
C8 3.9226 2.7361 -1.0875
C9 3.2932 0.3337 1.2018
C10 4.4278 1.1121 1.8704
C11 3.8589 -0.6881 0.2263
C12 0.4032 4.3519 2.5621
C13 1.3734 4.7409 3.4880
C14 1.0500 5.6293 4.5047
C15 -0.2314 6.1354 4.6346
C16 -1.2005 5.7764 3.7053
C17 -0.8751 4.9199 2.6743
N3 -1.7960 4.5598 1.6146
C18 -1.7607 5.4655 0.4845
C19 -1.8827 6.8342 0.6043
C20 -1.8953 7.6290 -0.5347
C21 -1.7735 7.0255 -1.7759
C22 -1.6111 5.6538 -1.8987
C23 -1.5956 4.8412 -0.7621
C24 -3.1326 4.2308 2.0759
C25 -4.1516 5.1474 2.2214
C26 -5.3815 4.7353 2.7233
C27 -5.5657 3.4081 3.0661
C28 -4.5546 2.4726 2.8909
C29 -3.3201 2.8708 2.3799
N4 -2.2451 2.0196 2.1246
C30 -2.4971 0.6092 2.3564
P3 -0.9914 -0.4077 2.0493
C31 -0.0863 -0.4052 3.6694
C32 0.1978 1.0366 4.0760
C33 -0.7317 -1.1145 4.8598
C34 -1.7286 -2.1073 1.8969
C35 -2.9609 -2.4197 2.7546
C36 -0.6469 -3.1801 2.0528
C37 -3.3404 1.0795 -1.2610
C38 -4.2579 2.1020 -1.9268
C39 -3.9314 -0.3255 -1.2622
H1 -2.2207 0.7430 -5.5340
H2 -2.6648 2.0492 -4.4445
H3 -3.4548 0.4735 -4.3141
H4 -0.4708 0.9365 -3.8589
H5 -2.1566 -1.5847 -3.5267
H6 -0.4431 -1.4216 -3.1198
H7 -0.9735 -1.2439 -4.7882
H8 -1.8967 3.2281 -2.7894
H9 -0.1958 2.9131 -2.4509
H10 2.1141 2.3633 2.5794
H11 2.6962 3.4126 1.3197
H12 1.8003 2.9422 -1.2160
H13 3.1449 0.4295 -2.3465
H14 2.5470 1.8079 -3.2627
H15 1.4144 0.7401 -2.4127
H16 4.6964 1.9678 -1.0801
H17 4.0841 3.3943 -0.2349
H18 4.0723 3.3356 -1.9873
H19 2.7525 -0.2119 1.9868
H20 4.9997 1.6986 1.1539
H21 5.1175 0.3988 2.3259
H22 4.0849 1.7768 2.6624
H23 4.4885 -0.2114 -0.5266
H24 3.0724 -1.2262 -0.2933
H25 4.4764 -1.4157 0.7543
H26 2.3806 4.3550 3.4315
H27 1.8168 5.9176 5.2116
H28 -0.4788 6.8083 5.4434
H29 -2.2110 6.1536 3.7920
H30 -1.9438 7.2825 1.5870
H31 -1.9886 8.7021 -0.4488
H32 -1.7827 7.6313 -2.6723
H33 -1.4684 5.2395 -2.8862
H34 -3.9967 6.1774 1.9327
H35 -6.1829 5.4506 2.8432
H36 -6.5163 3.0812 3.4661
H37 -4.7536 1.4422 3.1474
H38 -3.2961 0.2133 1.7140
H39 -2.8218 0.4458 3.3904
H40 0.8569 -0.9105 3.4273
H41 -0.7118 1.5333 4.4188
H42 0.5828 1.6086 3.2401
H43 0.9250 1.0671 4.8882
H44 -1.7198 -0.7071 5.0811
H45 -0.1154 -0.9442 5.7442
H46 -0.8223 -2.1886 4.7332
H47 -2.0677 -2.1235 0.8611
H48 -2.7726 -2.3499 3.8204
H49 -3.2772 -3.4446 2.5478
H50 -3.8040 -1.7715 2.5156
H51 -0.4816 -3.4287 3.1005
H52 0.3122 -2.8694 1.6347
H53 -0.9513 -4.1006 1.5507
H54 -3.2411 1.3882 -0.2144
H55 -4.4047 1.9105 -2.9862
H56 -3.8905 3.1216 -1.8008
H57 -5.2391 2.0530 -1.4498
H58 -4.1184 -0.6852 -2.2761
H59 -4.8836 -0.3286 -0.7286
H60 -3.2572 -1.0258 -0.7689
I1 -4.5367 -7.7877 -2.7710
C40 -3.1598 -6.3293 -2.2245
C41 -1.8075 -6.6492 -2.1586
C42 -0.8898 -5.6818 -1.7968
C43 -1.3243 -4.3885 -1.5026
C44 -2.6845 -4.0740 -1.5703
C45 -3.6018 -5.0427 -1.9272
C46 -0.3790 -3.3323 -1.1220
O1 0.8952 -3.8001 -0.9765
O2 -0.7054 -2.1911 -0.8889
H61 -1.4744 -7.6518 -2.3868
H62 0.1583 -5.9364 -1.7365
H63 -3.0177 -3.0747 -1.3454
H64 -4.6544 -4.8021 -1.9780
F1 1.9440 -2.2942 -2.4378
B1 2.0140 -3.2134 -1.4889
F2 3.1700 -3.7257 -1.1355

Results of the Mulliken charge analysis, in e, for atoms 1 through 99:
1 Ir 2.266
2 C -1.760
3 C 0.781
4 C -1.032
5 P -0.758
6 C -2.242
7 N 1.086
8 Ge -1.505
9 N 0.608
10 C -3.079
11 P -0.125
12 C 0.887
13 C -1.235
14 C -1.711
15 C 1.548
16 C -1.470
17 C -1.786
18 C 0.867
19 C -1.200
20 C -0.862
21 C -1.187
22 C -0.173
23 C 0.309
24 N 1.209
25 C 0.165
26 C -0.527
27 C -1.038
28 C -0.922
29 C -0.679
30 C 0.649
31 C -0.294
32 C 0.011
33 C -1.108
34 C -0.872
35 C -0.752
36 C 0.528
37 N 1.490
38 C -3.272
39 P 1.324
40 C 1.231
41 C -1.567
42 C -1.686
43 C 2.518
44 C -1.686
45 C -1.820
46 C 2.976
47 C -1.915
48 C -1.362
49 H 0.519
50 H 0.293
51 H 0.313
52 H 0.575
53 H 0.263
54 H -0.244
55 H 0.595
56 H 1.101
57 H 0.180
58 H 0.932
59 H 0.799
60 H 0.039
61 H 0.433
62 H 0.459
63 H -0.220
64 H 0.341
65 H 0.294
66 H 0.475
67 H -0.131
68 H 0.265
69 H 0.482
70 H 0.307
71 H 0.175
72 H 0.285
73 H 0.569
74 H 0.513
75 H 0.429
76 H 0.436
77 H 0.538
78 H 0.550
79 H 0.461
80 H 0.423
81 H 0.458
82 H 0.544
83 H 0.439
84 H 0.420
85 H 0.508
86 H 0.494
87 H 1.038
88 H 0.221
89 H 0.270
90 H 0.279
91 H 0.647
92 H 0.285
93 H 0.449
94 H 0.382
95 H -1.273
96 H 0.236
97 H 0.529
98 H 0.314
99 H 0.394

***

Which of these has the highest spin multiplicity?
C46H64BF2GeIIrN4O2P3

***

Which of these has the highest spin multiplicity?
C46H64BF2GeIIrN4O2P3